# 1
The following is a quantum chemistry calculation of a structure of composition C40H113N10O13Sr2, from the OMol25 dataset.

The geometry in XYZ format:
```
178
Properties=species:S:1:pos:R:3:lowdin_charge:R:1
Sr -0.799 -1.949 -0.960 1.48
Sr -0.317 0.777 1.169 1.39
O -0.822 0.583 -1.361 -0.57
H -0.189 1.008 -1.971 -0.05
O -1.713 -1.177 1.339 -0.61
H -1.779 -1.609 2.212 -0.03
O 1.142 -0.963 0.234 -0.60
H 1.594 -1.304 1.030 -0.08
C 2.857 -0.503 3.633 -0.04
C 1.407 -0.998 3.662 -0.43
C 1.221 -1.892 4.916 -0.20
O 1.152 -1.071 6.048 -0.21
C 0.609 -1.638 7.283 -0.04
N 0.454 0.056 3.565 0.01
H 3.053 0.122 4.504 0.10
H 3.071 -0.091 2.646 0.06
H 3.499 -1.355 3.857 0.07
H 1.482 -1.557 2.729 0.08
H 2.115 -2.487 5.102 0.13
H 0.388 -2.575 4.748 0.12
H -0.409 -1.982 7.098 0.09
H 0.584 -0.769 7.941 0.09
H 1.323 -2.379 7.643 0.09
H 0.582 0.602 4.405 0.10
H -0.413 -0.445 3.704 0.06
C -1.932 5.495 1.939 -0.04
C -1.496 4.052 2.407 -0.35
C -2.650 3.296 3.114 -0.15
O -2.340 1.881 3.193 -0.24
C -3.350 0.974 3.499 -0.12
N -1.156 3.287 1.174 -0.03
H -2.185 6.191 2.739 0.08
H -2.826 5.431 1.318 0.07
H -1.249 5.982 1.243 0.07
H -0.745 4.164 3.189 0.13
H -3.629 3.364 2.641 0.12
H -2.751 3.690 4.125 0.13
H -3.868 0.722 2.573 0.06
H -4.178 1.227 4.161 0.10
H -2.853 0.054 3.805 0.08
H -0.759 3.935 0.509 0.02
H -2.073 3.169 0.766 0.04
C 2.255 -1.706 -4.564 -0.06
C 2.559 -1.080 -3.230 -0.42
C 3.228 0.329 -3.337 -0.18
O 3.825 0.907 -2.176 -0.18
C 4.765 -0.025 -1.586 -0.07
N 1.324 -1.079 -2.503 0.00
H 1.712 -1.032 -5.227 0.08
H 1.914 -2.741 -4.563 0.07
H 3.236 -1.731 -5.038 0.08
H 3.210 -1.755 -2.674 0.12
H 2.474 1.037 -3.680 0.12
H 3.928 0.319 -4.172 0.12
H 5.446 -0.266 -2.402 0.09
H 4.341 -0.927 -1.145 0.06
H 5.407 0.417 -0.825 0.08
H 0.697 -0.415 -2.935 0.05
H 1.418 -0.725 -1.562 0.00
C 1.711 -5.017 -2.249 -0.05
C 0.264 -5.121 -2.113 -0.41
C -0.132 -5.142 -0.596 -0.14
O 0.084 -3.856 0.087 -0.37
C -0.446 -3.931 1.438 -0.08
N -0.482 -3.995 -2.650 -0.03
H 2.155 -4.206 -1.671 0.08
H 2.010 -4.911 -3.292 0.09
H 2.194 -5.912 -1.856 0.10
H -0.138 -5.981 -2.648 0.15
H 0.541 -5.886 -0.169 0.13
H -1.132 -5.556 -0.467 0.13
H -0.380 -4.886 1.958 0.10
H -1.523 -3.781 1.356 0.08
H 0.120 -3.243 2.066 0.08
H -1.477 -4.152 -2.590 0.08
H -0.522 -3.934 -3.658 0.08
C 2.167 4.301 1.647 -0.03
C 3.058 3.060 1.260 -0.36
C 4.315 2.923 2.153 -0.12
O 5.069 1.752 1.632 -0.21
C 6.203 1.474 2.439 -0.13
N 2.217 1.831 1.088 0.01
H 1.885 4.232 2.698 0.07
H 1.347 4.397 0.936 0.04
H 2.780 5.202 1.686 0.08
H 3.467 3.149 0.253 0.12
H 3.951 2.645 3.141 0.12
H 5.022 3.752 2.194 0.13
H 6.783 0.632 2.062 0.07
H 6.030 1.190 3.477 0.09
H 7.038 2.173 2.401 0.09
H 2.305 1.638 0.100 0.04
H 2.784 1.123 1.532 0.02
C -0.271 5.088 -1.805 -0.05
C 0.706 4.066 -2.464 -0.33
C 2.222 4.611 -2.471 -0.16
O 2.233 5.803 -3.300 -0.18
C 3.601 6.094 -3.636 -0.10
N 0.673 2.888 -1.559 0.04
H -0.533 5.863 -2.525 0.08
H 0.156 5.558 -0.919 0.07
H -1.170 4.546 -1.511 0.06
H 0.392 3.750 -3.459 0.13
H 2.904 3.810 -2.757 0.11
H 2.606 4.906 -1.494 0.11
H 3.866 7.057 -4.073 0.09
H 4.174 5.334 -4.168 0.08
H 4.097 5.966 -2.673 0.07
H -0.102 2.287 -1.799 0.02
H 1.578 2.444 -1.621 0.05
C -6.484 -1.729 0.200 -0.07
C -5.375 -1.364 1.125 -0.35
C -5.167 -2.487 2.230 -0.22
O -6.359 -2.655 2.922 -0.16
C -6.406 -3.959 3.494 -0.09
N -4.169 -1.163 0.212 0.02
H -7.336 -2.262 0.623 0.08
H -6.208 -2.411 -0.604 0.08
H -6.958 -0.857 -0.252 0.08
H -5.527 -0.438 1.680 0.12
H -4.307 -2.308 2.875 0.12
H -4.885 -3.301 1.562 0.11
H -5.731 -4.146 4.329 0.08
H -6.195 -4.648 2.675 0.09
H -7.351 -4.195 3.982 0.09
H -3.919 -1.951 -0.368 0.06
H -3.354 -1.247 0.803 -0.02
C -0.982 -1.831 -5.607 -0.06
C -1.910 -0.928 -4.876 -0.41
C -3.354 -0.825 -5.483 -0.18
O -3.392 -0.290 -6.825 -0.20
C -4.679 -0.125 -7.482 -0.06
N -1.819 -1.096 -3.430 -0.01
H -0.177 -2.186 -4.963 0.03
H -0.436 -1.419 -6.456 0.09
H -1.502 -2.728 -5.944 0.09
H -1.615 0.121 -4.877 0.14
H -3.997 -0.265 -4.805 0.11
H -3.704 -1.850 -5.362 0.11
H -4.725 -1.163 -7.813 0.09
H -4.606 0.559 -8.328 0.09
H -5.458 0.193 -6.788 0.08
H -2.398 -1.832 -3.051 0.05
H -2.033 -0.272 -2.886 0.02
C -4.409 1.266 -2.123 -0.09
C -4.245 2.204 -1.013 -0.38
C -5.586 2.506 -0.216 -0.14
O -6.645 2.876 -1.100 -0.15
C -7.395 3.864 -0.587 -0.18
N -3.197 1.558 -0.180 0.04
H -4.775 0.306 -1.758 0.08
H -3.455 1.193 -2.645 0.07
H -5.171 1.609 -2.822 0.08
H -3.838 3.159 -1.347 0.13
H -5.316 3.355 0.413 0.10
H -5.781 1.688 0.477 0.11
H -8.329 4.175 -1.056 0.09
H -6.850 4.804 -0.501 0.09
H -7.686 3.676 0.447 0.09
H -2.401 1.253 -0.722 0.00
H -3.653 0.697 0.088 0.01
C 7.842 -3.481 1.631 -0.07
C 7.005 -2.654 2.557 -0.46
C 5.614 -2.327 2.073 -0.19
O 4.726 -3.460 1.977 -0.16
C 3.707 -3.233 1.069 -0.10
N 7.122 -3.181 3.940 0.06
H 7.899 -3.083 0.618 0.08
H 7.317 -4.436 1.653 0.08
H 8.847 -3.637 2.023 0.08
H 7.525 -1.696 2.555 0.12
H 5.772 -1.774 1.146 0.12
H 5.301 -1.679 2.892 0.10
H 2.891 -2.680 1.531 0.06
H 3.290 -4.221 0.872 0.09
H 4.182 -2.878 0.154 0.09
H 6.272 -3.629 4.252 0.07
H 7.754 -3.960 3.826 0.05
```

Energy relative to the best compared isomer or geometry (same formula, charge and spin) in eV: 0.000
Multiplicity: 1
Orbital gap in eV: 8.103
Total charge: +1
LUMO energy in Eh: -0.087

=====

# 2
The following is a quantum chemistry calculation of a cluster of 16 separate species, C40H114N2O32 in total, from the OMol25 dataset.

The geometry in XYZ format:
```
188
Properties=species:S:1:pos:R:3:lowdin_charge:R:1
C 8.814 12.997 -14.047 -0.29
C 7.682 13.667 -13.241 -0.20
O 7.361 12.854 -12.071 -0.08
O 8.308 11.939 -14.771 -0.03
H 9.631 12.748 -13.370 0.10
H 9.264 13.738 -14.708 0.11
H 6.739 13.791 -13.773 0.12
H 7.944 14.685 -12.953 0.10
H 6.627 12.279 -12.300 0.08
H 8.113 11.221 -14.164 0.09
C 18.519 21.773 -11.342 -0.22
C 18.565 21.275 -12.839 -0.25
O 19.074 22.307 -13.629 -0.05
O 19.736 21.672 -10.610 -0.07
H 17.809 21.099 -10.864 0.09
H 18.069 22.764 -11.276 0.12
H 17.508 21.124 -13.059 0.09
H 19.111 20.349 -13.019 0.12
H 19.270 21.755 -14.390 0.02
H 20.430 22.102 -11.115 0.08
C 16.928 15.108 -19.216 -0.22
C 18.457 14.712 -19.245 -0.23
O 18.826 14.543 -20.584 -0.05
O 15.974 14.031 -19.175 -0.08
H 16.730 15.661 -20.135 0.12
H 16.772 15.749 -18.348 0.08
H 18.398 13.742 -18.750 0.11
H 19.179 15.317 -18.698 0.11
H 18.317 13.796 -20.907 0.09
H 15.227 14.162 -19.764 0.08
C 9.005 17.141 -15.149 -0.24
C 9.583 17.164 -16.577 -0.25
O 8.868 18.088 -17.323 -0.04
O 7.807 16.405 -15.001 -0.06
H 8.830 18.060 -14.589 0.13
H 9.665 16.660 -14.427 0.09
H 9.600 16.160 -17.000 0.12
H 10.647 17.390 -16.642 0.10
H 8.107 17.679 -17.743 0.10
H 7.190 16.950 -15.495 0.08
C 14.029 20.487 -16.374 -0.24
C 12.552 20.462 -15.841 -0.27
O 11.842 21.636 -15.993 -0.04
O 14.846 21.389 -15.689 -0.05
H 13.969 20.579 -17.459 0.12
H 14.386 19.462 -16.269 0.10
H 12.633 20.146 -14.801 0.10
H 12.025 19.770 -16.498 0.11
H 10.895 21.481 -15.946 0.10
H 14.430 22.254 -15.728 0.10
C 7.807 17.199 -7.332 -0.20
C 8.861 17.430 -8.385 -0.22
O 9.961 18.277 -7.945 -0.08
O 7.087 18.467 -7.052 -0.08
H 8.374 16.966 -6.431 0.12
H 7.100 16.403 -7.566 0.12
H 8.422 17.786 -9.317 0.12
H 9.320 16.472 -8.627 0.11
H 9.704 19.188 -7.782 0.10
H 6.311 18.210 -6.548 0.07
C 20.736 15.623 -15.878 -0.18
C 19.863 16.835 -15.304 -0.20
O 20.701 17.682 -14.485 -0.06
O 21.161 14.750 -14.835 -0.06
H 21.498 16.121 -16.478 0.13
H 20.110 15.087 -16.592 0.09
H 19.106 16.306 -14.724 0.09
H 19.353 17.394 -16.089 0.10
H 20.505 17.487 -13.565 0.05
H 22.116 14.805 -14.756 0.12
C 12.344 11.531 -14.929 -0.19
C 12.894 11.767 -13.464 -0.20
O 14.278 12.017 -13.428 -0.10
O 12.410 12.656 -15.768 -0.04
H 11.311 11.223 -14.769 0.11
H 12.885 10.782 -15.507 0.13
H 12.610 11.099 -12.651 0.13
H 12.539 12.775 -13.246 0.08
H 14.670 11.797 -12.579 0.03
H 13.058 13.248 -15.379 0.03
C 19.385 16.266 -9.297 -0.21
C 19.373 17.111 -10.577 -0.18
O 20.088 16.477 -11.694 -0.07
O 18.422 15.197 -9.265 -0.09
H 19.160 16.903 -8.442 0.11
H 20.370 15.809 -9.196 0.13
H 19.757 18.100 -10.326 0.12
H 18.334 17.312 -10.838 0.09
H 19.915 15.534 -11.648 0.04
H 18.665 14.542 -8.606 0.09
C 13.166 14.576 -7.096 -0.23
C 11.928 15.537 -7.259 -0.22
O 12.352 16.903 -7.228 -0.08
O 13.808 14.893 -5.890 -0.04
H 13.790 14.639 -7.987 0.10
H 12.742 13.573 -7.057 0.12
H 11.184 15.306 -6.497 0.12
H 11.404 15.302 -8.186 0.10
H 11.647 17.503 -7.480 0.04
H 14.148 15.786 -5.985 0.04
C 14.280 20.075 -11.764 -0.22
C 14.362 21.535 -12.324 -0.19
O 14.594 22.404 -11.213 -0.07
O 15.468 19.660 -11.063 -0.08
H 14.032 19.407 -12.589 0.08
H 13.437 19.872 -11.104 0.11
H 13.425 21.863 -12.775 0.12
H 15.202 21.653 -13.008 0.09
H 15.238 22.079 -10.580 0.07
H 15.209 18.944 -10.477 0.03
C 16.010 18.297 -7.134 -0.22
C 15.934 17.607 -8.513 -0.20
O 14.650 17.733 -9.134 -0.09
O 15.407 17.531 -6.129 -0.06
H 15.485 19.252 -7.118 0.13
H 17.061 18.394 -6.861 0.12
H 16.059 16.531 -8.388 0.11
H 16.743 18.046 -9.097 0.11
H 13.978 17.495 -8.491 0.05
H 15.233 18.113 -5.386 0.10
C 18.776 20.829 -16.542 -0.19
C 19.136 21.205 -18.035 -0.23
O 19.703 20.163 -18.815 -0.06
O 19.989 20.798 -15.788 -0.08
H 18.231 19.895 -16.409 0.10
H 18.070 21.536 -16.106 0.12
H 19.729 22.119 -18.073 0.12
H 18.235 21.557 -18.538 0.11
H 19.598 20.500 -19.708 0.08
H 20.584 20.078 -16.011 0.10
C 18.710 13.482 -12.717 -0.23
C 18.270 12.368 -13.668 -0.21
O 18.739 11.092 -13.212 -0.06
O 20.138 13.743 -12.681 -0.08
H 18.459 13.249 -11.682 0.11
H 18.209 14.408 -12.999 0.10
H 18.868 12.707 -14.514 0.11
H 17.201 12.231 -13.834 0.12
H 19.531 11.315 -12.718 0.08
H 20.351 14.242 -13.473 0.01
C 13.089 6.652 -12.252 -0.07
O 14.040 7.567 -11.591 -0.20
C 14.732 8.390 -12.536 -0.22
C 15.796 9.141 -11.822 -0.23
N 15.334 10.385 -11.334 -0.07
C 16.364 11.169 -10.592 -0.13
C 15.834 12.597 -10.218 -0.19
O 15.897 13.397 -11.365 -0.21
C 15.542 14.732 -11.190 -0.09
H 13.714 5.933 -12.782 0.08
H 12.430 7.124 -12.981 0.08
H 12.541 6.066 -11.514 0.09
H 14.072 8.976 -13.177 0.12
H 15.227 7.649 -13.165 0.12
H 16.588 9.350 -12.541 0.12
H 16.283 8.534 -11.058 0.13
H 14.460 10.248 -10.847 0.12
H 17.283 11.244 -11.172 0.10
H 16.553 10.687 -9.632 0.12
H 16.542 12.881 -9.439 0.12
H 14.817 12.511 -9.835 0.12
H 14.545 14.905 -10.784 0.09
H 15.581 14.979 -12.251 0.06
H 16.284 15.429 -10.801 0.08
C 16.584 18.101 -13.845 -0.10
O 15.469 17.529 -14.418 -0.18
C 15.835 16.282 -14.991 -0.17
C 14.545 15.568 -15.574 -0.05
N 13.668 14.954 -14.502 0.17
C 12.858 16.030 -13.826 -0.07
C 11.794 15.448 -12.837 -0.15
O 10.983 16.437 -12.162 -0.18
C 11.548 17.307 -11.261 -0.10
H 17.324 18.346 -14.606 0.09
H 17.055 17.494 -13.072 0.09
H 16.288 19.013 -13.326 0.08
H 16.490 15.635 -14.406 0.11
H 16.494 16.497 -15.832 0.12
H 14.869 14.855 -16.332 0.13
H 13.991 16.324 -16.129 0.13
H 14.173 14.399 -13.826 0.11
H 12.326 16.639 -14.556 0.13
H 13.565 16.643 -13.267 0.14
H 12.195 14.881 -11.997 0.12
H 11.196 14.725 -13.391 0.10
H 11.942 18.238 -11.670 0.08
H 12.195 16.792 -10.550 0.09
H 10.740 17.654 -10.616 0.08
```

Multiplicity: 2
Orbital gap (alpha / beta) in eV: 9.110 / 3.643
Total charge: +1
LUMO energy (alpha / beta) in Eh: -0.071 / -0.272
<S²>: 0.7555

=====

The records above yield strongest force on any atom values of 3.69 4.30 eV/A, respectively.